No. 1
The following is a quantum chemistry calculation of an isolated molecule of C27H23N3O4S2 at a distorted geometry, from the OMol25 dataset.

The value obtained for the LUMO energy is -0.33 eV. Its strongest force on any atom is 1.49 eV/A. For the gap between HOMO and LUMO, the calculation gives 8.0 eV. As for the spin multiplicity: 1. The value obtained for the total energy is -2304.301816 Eh.

Last columns: bonded neighbours and bond lengths (Å).
Positions of all 59 atoms, in Å:
1 O -0.150 -4.919 0.398  C2 1.206
2 C 0.071 -3.735 0.342  O1 1.206, N3 1.385, C34 1.492
3 N 1.376 -3.274 0.340  C2 1.385, C4 1.365, H33 1.014
4 C 1.789 -1.974 0.391  N3 1.365, N5 1.283, S21 1.757
5 N 1.019 -0.964 0.579  C4 1.283, C6 1.357
6 C 1.674 0.224 0.539  N5 1.357, C7 1.383, C22 1.457
7 C 3.037 0.121 0.329  C6 1.383, C8 1.465, S21 1.750
8 C 4.073 1.152 0.418  C7 1.465, O9 1.215, C10 1.487
9 O 3.912 2.173 1.059  C8 1.215
10 C 5.352 0.856 -0.279  C8 1.487, C11 1.393, C15 1.393
11 C 5.384 0.233 -1.524  C10 1.393, C12 1.383, H20 1.080
12 C 6.594 0.004 -2.151  C11 1.383, C13 1.385, H19 1.080
13 C 7.778 0.385 -1.541  C12 1.385, C14 1.386, H18 1.080
14 C 7.752 1.019 -0.309  C13 1.386, C15 1.382, H17 1.080
15 C 6.544 1.265 0.315  C10 1.393, C14 1.382, H16 1.080
16 H 6.501 1.766 1.270  C15 1.080
17 H 8.674 1.325 0.162  C14 1.080
18 H 8.722 0.197 -2.031  C13 1.080
19 H 6.614 -0.471 -3.121  C12 1.080
20 H 4.462 -0.044 -2.016  C11 1.080
21 S 3.480 -1.563 0.150  C4 1.757, C7 1.750
22 C 0.852 1.423 0.634  C6 1.457, C23 1.395, C27 1.392
23 C -0.320 1.362 1.388  C22 1.395, C24 1.381, H32 1.079
24 C -1.173 2.446 1.446  C23 1.381, C25 1.385, H31 1.079
25 C -0.868 3.600 0.743  C24 1.385, C26 1.386, H30 1.079
26 C 0.291 3.666 -0.013  C25 1.386, C27 1.382, H29 1.080
27 C 1.150 2.585 -0.074  C22 1.392, C26 1.382, H28 1.079
28 H 2.040 2.636 -0.682  C27 1.079
29 H 0.525 4.563 -0.567  C26 1.080
30 H -1.539 4.445 0.778  C25 1.079
31 H -2.084 2.384 2.021  C24 1.079
32 H -0.546 0.455 1.927  C23 1.079
33 H 2.093 -3.991 0.338  N3 1.014
34 C -0.970 -2.669 0.257  C2 1.492, C35 1.389, C39 1.392
35 C -1.772 -2.401 1.359  C34 1.389, C36 1.385, H59 1.079
36 C -2.690 -1.366 1.303  C35 1.385, C37 1.380, H58 1.078
37 C -2.799 -0.618 0.148  C36 1.380, C38 1.381, S42 1.789
38 C -2.043 -0.908 -0.970  C37 1.381, C39 1.382, H41 1.078
39 C -1.127 -1.942 -0.920  C34 1.392, C38 1.382, H40 1.080
40 H -0.519 -2.174 -1.782  C39 1.080
41 H -2.159 -0.299 -1.853  C38 1.078
42 S -3.966 0.737 0.091  C37 1.789, O43 1.435, O44 1.438, N45 1.679
43 O -4.231 1.183 1.429  S42 1.435
44 O -3.503 1.698 -0.873  S42 1.438
45 N -5.317 -0.087 -0.467  S42 1.679, C46 1.455, C55 1.459
46 C -6.588 0.208 0.177  N45 1.455, H47 1.088, H48 1.095, C49 1.527
47 H -6.396 0.728 1.113  C46 1.088
48 H -7.101 -0.738 0.382  C46 1.095
49 C -7.358 1.033 -0.851  C46 1.527, H50 1.088, H51 1.091, C52 1.528
50 H -8.432 1.030 -0.674  C49 1.088
51 H -6.994 2.061 -0.842  C49 1.091
52 C -6.966 0.342 -2.156  C49 1.528, H53 1.091, H54 1.088, C55 1.536
53 H -7.583 -0.544 -2.307  C52 1.091
54 H -7.066 0.990 -3.024  C52 1.088
55 C -5.505 -0.067 -1.914  N45 1.459, C52 1.536, H56 1.092, H57 1.094
56 H -4.810 0.660 -2.341  C55 1.092
57 H -5.280 -1.056 -2.324  C55 1.094
58 H -3.307 -1.108 2.149  C36 1.078
59 H -1.657 -2.985 2.259  C35 1.079

Atom charges from the Löwdin analysis, given in e for atoms 1 to 4:
1 O 0.12
2 C -0.41
3 N 0.13
4 C -0.57

No. 2
The following is a quantum chemistry calculation of the ion C6H17N2 with charge +1 at a distorted geometry, from the OMol25 dataset.

The value obtained for the LUMO energy is -2.81 eV. Its strongest force on any atom is 1.72 eV/A. For the gap between HOMO and LUMO, the calculation gives 10.7 eV. The total charge is +1. As for the spin multiplicity: 1. The value obtained for the total energy is -348.065921 Eh. As for the energy above the lowest of the compared OMol25 structures with the same formula, charge and spin: 65.4 kJ/mol.

Last columns: bonded neighbours and bond lengths (Å).
Positions of all 25 atoms, in Å:
1 C -0.308 1.395 -0.906  N2 1.455, C5 1.551, H9 1.092, H10 1.087
2 N -1.211 1.101 0.196  C1 1.455, C3 1.495, H11 1.010
3 C -1.050 1.967 1.405  N2 1.495, C4 1.526, H12 1.075, H13 1.079
4 C -1.537 1.267 2.671  C3 1.526, H14 1.085, H15 1.098, H16 1.080
5 C 0.849 0.362 -0.928  C1 1.551, N6 1.479, H17 1.079, H18 1.086
6 N 0.437 -0.854 -0.192  C5 1.479, C7 1.486, H19 1.052, H20 1.019
7 C 0.426 -2.125 -0.963  N6 1.486, C8 1.523, H21 1.085, H22 1.076
8 C 1.788 -2.531 -1.509  C7 1.523, H23 1.091, H24 1.087, H25 1.086
9 H 0.185 2.353 -0.729  C1 1.092
10 H -0.803 1.440 -1.873  C1 1.087
11 H -2.173 0.993 -0.094  N2 1.010
12 H -1.507 2.918 1.201  C3 1.075
13 H 0.021 2.055 1.501  C3 1.079
14 H -0.985 1.716 3.489  C4 1.085
15 H -1.094 0.263 2.698  C4 1.098
16 H -2.611 1.216 2.775  C4 1.080
17 H 1.814 0.722 -0.606  C5 1.079
18 H 1.089 0.061 -1.943  C5 1.086
19 H -0.486 -0.566 0.223  N6 1.052
20 H 1.026 -0.955 0.633  N6 1.019
21 H -0.004 -2.898 -0.334  C7 1.085
22 H -0.280 -1.981 -1.762  C7 1.076
23 H 2.617 -2.107 -0.941  C8 1.091
24 H 1.929 -2.197 -2.533  C8 1.087
25 H 1.867 -3.615 -1.480  C8 1.086

Atom charges from the Löwdin analysis, given in e for atoms 1 to 4:
1 C -0.17
2 N -0.11
3 C -0.23
4 C -0.07

No. 3
The following is a quantum chemistry calculation of an isolated molecule of C6H15NO at a distorted geometry, from the OMol25 dataset.

The value obtained for the LUMO energy is 0.89 eV. Its strongest force on any atom is 4.05 eV/A. For the gap between HOMO and LUMO, the calculation gives 9.3 eV. As for the spin multiplicity: 1. The value obtained for the total energy is -367.544447 Eh. As for the energy above the lowest of the compared OMol25 structures with the same formula, charge and spin: 228.0 kJ/mol.

Last columns: bonded neighbours and bond lengths (Å).
Positions of all 23 atoms, in Å:
1 C 0.471 0.794 -0.449  C2 1.485, C3 1.800, C5 1.526, H10 1.095
2 C -0.443 0.086 0.484  C1 1.485, C4 1.791, C6 1.521, H11 1.095
3 C 1.962 1.224 0.463  C1 1.800, O8 1.416, H14 1.096, H15 1.092
4 C -1.949 -0.103 -0.467  C2 1.791, N7 1.438, H16 1.090, H17 1.093
5 C 0.883 0.056 -1.720  C1 1.526, H18 1.094, H19 1.093, H20 1.095
6 C 0.071 -1.211 1.091  C2 1.521, H21 1.091, H22 1.095, H23 1.093
7 N -2.676 -1.327 -0.266  C4 1.438, H12 1.016, H13 1.017
8 O 1.879 1.215 1.877  C3 1.416, H9 0.966
9 H 1.251 1.896 2.148  O8 0.966
10 H 0.053 1.769 -0.717  C1 1.095
11 H -0.757 0.750 1.296  C2 1.095
12 H -2.751 -1.562 0.720  N7 1.016
13 H -2.212 -2.101 -0.735  N7 1.017
14 H 2.258 2.223 0.122  C3 1.096
15 H 2.738 0.516 0.167  C3 1.092
16 H -1.821 0.044 -1.539  C4 1.090
17 H -2.552 0.739 -0.117  C4 1.093
18 H 1.879 0.361 -2.056  C5 1.094
19 H 0.896 -1.028 -1.586  C5 1.093
20 H 0.198 0.286 -2.543  C5 1.095
21 H 0.666 -1.798 0.390  C6 1.091
22 H 0.693 -0.991 1.965  C6 1.095
23 H -0.737 -1.840 1.473  C6 1.093

Atom charges from the Löwdin analysis, given in e for atoms 1 to 4:
1 C -0.30
2 C -0.30
3 C -0.17
4 C -0.19

No. 4
The following is a quantum chemistry calculation of a cluster of 2 separate species, C4H10O2 in total, from the OMol25 dataset.

The value obtained for the LUMO energy is 0.17 eV. Its strongest force on any atom is 0.69 eV/A. For the gap between HOMO and LUMO, the calculation gives 8.2 eV. As for the spin multiplicity: 1. The value obtained for the total energy is -308.697160 Eh. As for the energy above the lowest of the compared OMol25 structures with the same formula, charge and spin: 527.7 kJ/mol.

Last columns: bonded neighbours and bond lengths (Å).
Positions of all 16 atoms, in Å:
1 C -1.910 0.277 1.380  O2 1.414, H7 1.096, H8 1.102, H9 1.102
2 O -0.734 -0.506 1.315  C1 1.414, H15 1.151
3 C 0.818 0.426 0.400  C4 1.494, H10 1.083, H11 1.093
4 C 1.366 -0.192 -0.844  C3 1.494, C5 1.507, O6 1.422, H12 1.099
5 C 0.061 -0.914 -1.060  C4 1.507, H13 1.088, H14 1.097
6 O 1.738 0.728 -1.863  C4 1.422, H16 0.971
7 H -1.761 1.073 2.119  C1 1.096
8 H -2.149 0.719 0.398  C1 1.102
9 H -2.792 -0.301 1.699  C1 1.102
10 H 1.296 0.289 1.361  C3 1.083
11 H 0.284 1.366 0.236  C3 1.093
12 H 2.202 -0.876 -0.642  C4 1.099
13 H 0.150 -1.949 -1.384  C5 1.088
14 H -0.577 -0.325 -1.732  C5 1.097
15 H -0.581 -0.955 0.266  O2 1.151
16 H 2.591 1.141 -1.648  O6 0.971

Atom charges from the Löwdin analysis, given in e for atoms 1 to 4:
1 C -0.16
2 O -0.25
3 C 0.14
4 C -0.50

Q: Which value of gap between HOMO and LUMO does entry 2 give?
A: 10.7 eV